[1]
{"formula": "C34H47N7O3", "method": "ωB97M-V with the def2-TZVPD basis set", "relative_energy_ev": 0.000, "total_charge": 0, "e_tot_ha": -1932.60787, "orbital_gap_ev": 9.30, "smiles": "O=C1OCCO1.c1ccncc1.c1ccncc1.c1ccncc1.CCCC#N.CCCC#N.CCCC#N.CCCC#N", "e_homo_ev": -9.2, "elements": ["H", "H", "H", "H", "H", "N", "C", "C", "H", "C", "C", "C", "C", "H", "H", "C", "C", "N", "H", "H", "H", "C", "C", "C", "H", "C", "H", "C", "C", "C", "C", "C", "H", "H", "C", "H", "C", "H", "H", "C", "C", "H", "C", "H", "H", "C", "H", "H", "N", "C", "C", "N", "O", "H", "H", "H", "H", "H", "H", "H", "O", "H", "C", "C", "C", "H", "C", "C", "N", "C", "H", "H", "N", "C", "C", "H", "H", "O", "H", "H", "H", "N", "H", "H", "H", "H", "H", "H", "C", "H", "H"], "xyz": [[1.23, 1.78, 5.47], [-1.88, -2.95, -3.17], [4.81, 5.48, 3.06], [3.85, 2.17, 5.62], [-2.35, 6.23, -1.51], [2.35, -4.37, 1.58], [2.13, -0.68, 3.55], [-0.21, 8.02, 0.46], [-3.43, -2.43, -4.01], [0.41, -5.67, 0.42], [-0.91, -1.59, 0.19], [0.45, -1.21, -0.39], [2.17, 3.61, -6.57], [0.72, 5.28, -6.39], [-1.65, -0.79, 0.30], [-3.86, -3.27, 2.09], [-1.45, 6.52, -0.98], [-5.96, -0.18, 1.05], [-0.82, -5.22, -3.84], [2.76, 3.92, -7.42], [-0.87, -2.15, 1.13], [0.35, 1.20, -0.29], [0.73, 2.65, -4.40], [-2.52, -3.03, -4.04], [2.00, 0.86, -4.44], [1.15, 0.05, 0.13], [-1.60, -5.89, 3.34], [3.48, -0.46, 3.42], [3.30, 1.43, 5.05], [-2.78, -4.53, -4.32], [-0.70, -6.12, 1.44], [-0.70, -5.55, 2.82], [2.16, 0.17, -0.28], [1.44, 5.14, 0.09], [3.00, 4.93, 2.23], [-2.88, -2.79, 2.03], [-5.44, -0.62, 1.98], [-5.91, -3.01, 3.13], [-2.16, 8.48, -0.30], [-4.86, -2.72, 3.15], [0.62, 5.84, 0.07], [0.15, 2.46, -3.51], [1.46, -4.94, 1.08], [0.46, -1.25, -1.48], [1.21, -1.97, -0.19], [4.21, 4.57, 2.98], [-3.37, -4.92, -3.50], [-0.68, -4.46, 2.77], [1.37, 0.15, 4.28], [1.07, 4.31, -6.06], [3.74, 2.98, 1.49], [0.84, 7.07, 0.60], [4.77, 3.65, 2.15], [1.20, -0.02, 1.22], [0.04, -4.99, -0.35], [-0.15, 8.89, 1.10], [5.12, 0.61, 4.31], [-1.95, -2.52, -4.83], [3.13, 5.59, 1.37], [4.16, -1.12, 2.90], [2.69, 3.69, 1.61], [0.78, -6.48, -0.21], [1.94, 1.14, 4.97], [1.74, 1.79, -4.93], [-4.82, -1.17, 3.19], [-1.64, -5.96, 0.91], [4.04, 0.57, 4.23], [-1.55, -5.43, -4.62], [0.36, 3.81, -5.03], [-0.86, -5.02, -5.86], [1.71, -1.47, 2.95], [-1.51, -2.17, -0.51], [-0.35, -4.62, -6.80], [-1.32, 7.81, -0.37], [2.35, 2.31, -6.07], [-3.54, -4.63, -5.09], [-4.28, -3.18, 1.08], [3.79, 1.87, 0.91], [0.10, -6.01, 3.40], [4.08, 4.10, 3.95], [-1.90, -6.47, -4.59], [-0.32, 2.05, -0.65], [-0.65, 4.50, -0.97], [-0.77, -7.18, 1.70], [-5.46, -0.68, 3.92], [-4.53, -3.09, 4.12], [2.19, 5.35, 2.82], [3.00, 1.64, -6.61], [-0.54, 5.50, -0.60], [-3.79, -0.82, 3.29], [-3.87, -4.36, 2.09]]}



[2]
{"formula": "C34H48AsNO2ReSi3", "method": "ωB97M-V with the def2-TZVPD basis set", "spin_multiplicity": 2, "relative_energy_ev": 0.000, "total_charge": 2, "e_tot_ha": -4711.81269, "orbital_gap_ev": [6.47, 6.51], "s_squared": 0.886, "e_homo_ev": [-13.7, -13.7], "elements": ["H", "H", "H", "C", "H", "H", "C", "H", "H", "C", "H", "H", "H", "C", "H", "C", "H", "C", "H", "H", "C", "H", "C", "H", "N", "C", "H", "O", "H", "H", "H", "C", "C", "C", "C", "H", "C", "C", "H", "C", "Si", "C", "C", "H", "C", "C", "H", "H", "C", "C", "C", "C", "C", "C", "C", "H", "H", "H", "C", "C", "C", "H", "C", "H", "H", "H", "C", "H", "H", "H", "H", "H", "Re", "H", "H", "H", "H", "H", "H", "O", "Si", "H", "H", "C", "Si", "C", "H", "H", "H", "As"], "xyz": [[3.34, -0.72, 2.94], [-0.66, 4.98, 4.76], [-0.88, -1.26, 2.57], [-0.16, 1.57, -4.44], [4.18, 2.18, 0.36], [1.28, 3.21, 2.77], [-3.10, -2.30, -2.61], [2.86, -5.00, -0.63], [3.81, -3.55, -0.93], [-1.16, 1.82, 1.48], [-0.48, 1.16, -5.39], [0.63, 1.93, 3.78], [-4.49, -3.87, -3.11], [3.30, 1.54, 0.51], [-3.92, 6.68, 4.16], [-2.06, -0.80, -4.18], [-4.83, -4.58, -0.78], [-2.96, 3.38, 2.08], [-2.29, 6.91, 4.82], [4.03, -0.54, -2.85], [-0.38, -2.23, 2.60], [1.60, 4.22, -3.24], [-0.06, -4.25, -1.21], [2.20, -1.13, 4.23], [-1.54, -0.61, -1.85], [-2.64, -2.05, -0.24], [4.21, 1.18, -2.52], [0.07, 1.47, 1.39], [1.04, 3.13, -1.09], [-0.91, -2.92, 1.95], [3.37, -4.60, -2.27], [-1.39, -0.19, -3.11], [-2.58, 5.04, 3.81], [-0.03, 1.51, -2.02], [3.02, -4.18, -1.33], [-2.15, -1.53, 0.58], [2.28, -0.82, 3.18], [0.59, 3.00, 3.59], [1.80, 0.15, 3.08], [-3.49, -3.08, 0.03], [3.50, -0.01, -0.49], [-1.29, 4.53, 4.00], [-0.80, 3.47, 3.27], [0.13, -5.29, -1.49], [1.03, 3.31, -3.23], [0.61, 2.73, -4.42], [-4.83, 3.41, 1.06], [3.30, -3.68, 1.78], [0.72, 2.69, -2.03], [3.58, 0.30, -2.33], [4.95, -1.02, 0.10], [-3.92, 2.82, 1.07], [-3.07, 6.18, 4.64], [-3.97, -3.37, -2.30], [-2.89, -1.86, -3.94], [5.07, -1.94, -0.46], [-3.66, -3.38, 1.06], [2.35, -2.14, -3.66], [-3.39, 4.45, 2.85], [-4.16, -3.76, -1.01], [-0.50, 0.97, -3.24], [2.60, 0.50, -2.76], [1.39, -2.56, -3.37], [-3.51, 2.82, 0.06], [0.62, -1.79, -3.51], [-0.29, -4.23, -0.15], [2.27, -3.74, 2.13], [-1.90, -0.44, -5.19], [3.22, 1.33, 1.57], [-4.39, 4.84, 2.69], [4.89, -1.26, 1.16], [-4.20, 1.79, 1.30], [-0.41, 0.40, -0.39], [1.16, -3.38, -4.06], [0.87, 3.21, -5.36], [5.85, -0.43, -0.05], [1.73, -4.47, 1.52], [-0.45, -2.60, 3.62], [2.29, -4.12, 3.15], [-1.91, 1.08, 0.66], [1.42, -2.09, 2.14], [-3.41, 5.81, 5.61], [0.95, 3.52, 4.48], [-1.65, 2.89, 2.29], [1.44, -3.24, -1.64], [-2.41, -1.64, -1.57], [-3.41, -2.35, -4.75], [-0.95, -3.92, -1.76], [2.42, 2.11, 0.21], [1.49, -1.33, -0.16]]}



[3]
{"formula": "C34H48BF3N10O4PS2SbTi", "method": "ωB97M-V with the def2-TZVPD basis set", "relative_energy_ev": 1.952, "total_charge": 4, "e_tot_ha": -4723.84518, "orbital_gap_ev": 4.72, "e_homo_ev": -15.9, "elements": ["C", "H", "H", "H", "H", "C", "Sb", "C", "N", "H", "C", "H", "N", "H", "C", "H", "F", "C", "C", "C", "H", "C", "C", "C", "H", "P", "N", "H", "H", "H", "H", "H", "H", "H", "C", "F", "C", "H", "H", "H", "C", "C", "H", "H", "S", "C", "Ti", "O", "H", "H", "H", "N", "S", "C", "C", "O", "H", "H", "H", "C", "C", "O", "C", "N", "H", "O", "H", "H", "H", "H", "C", "C", "N", "H", "N", "C", "C", "H", "H", "C", "C", "C", "B", "C", "C", "N", "H", "H", "H", "N", "C", "H", "H", "H", "H", "N", "H", "C", "F", "H", "C", "H", "H", "H", "C"], "xyz": [[-1.35, -0.41, -1.47], [-1.32, -4.35, 1.06], [3.61, -5.65, 1.42], [2.46, -3.89, -4.26], [5.70, -1.81, -2.01], [3.33, -1.44, 3.93], [-2.66, 1.15, 0.94], [0.83, 2.44, -0.09], [3.25, -2.33, -5.47], [-1.75, 7.37, -2.56], [-2.07, -2.47, -2.41], [3.39, -2.25, 4.63], [5.35, -2.49, -1.34], [-3.68, -3.47, -1.41], [2.44, -2.80, -4.29], [3.01, 0.46, 5.03], [-1.34, -2.20, 6.00], [3.07, 1.93, 2.67], [-2.29, 0.01, 2.69], [-3.12, -1.62, -0.45], [6.09, -3.15, -1.09], [-3.19, -0.93, 3.19], [-0.21, 5.45, -1.59], [-0.87, 4.10, -1.90], [-0.91, -3.85, -0.60], [3.07, -1.98, -2.76], [0.71, -4.51, 0.55], [-4.97, 0.29, -1.16], [-1.35, 3.72, -0.99], [-3.89, -1.72, 0.31], [-1.67, 4.23, -2.63], [2.84, 1.33, -1.91], [3.57, 2.45, 3.48], [-0.39, 0.97, 3.01], [3.14, -0.11, 4.13], [-1.95, -3.42, -3.35], [-1.09, 0.21, 3.35], [-0.52, -1.28, -3.28], [0.84, 5.34, -1.34], [1.22, -6.59, 0.43], [2.72, -5.12, 1.15], [1.54, -5.59, 0.66], [1.40, -2.50, -4.45], [0.53, 3.41, -3.39], [0.56, -1.87, 1.14], [3.40, -0.46, 1.97], [1.28, -0.41, -0.52], [1.83, -1.69, -1.91], [-3.57, -2.41, 4.73], [-0.51, 2.17, -2.75], [-1.86, 7.32, 1.51], [3.20, 0.49, 2.89], [3.56, -0.25, 0.25], [-1.66, -1.48, 4.93], [4.15, -3.20, -1.88], [3.93, -0.85, -3.21], [2.02, 3.36, -1.57], [2.02, 2.21, 2.64], [5.08, -1.98, -0.47], [1.25, 2.60, -1.55], [-0.75, -0.54, 4.47], [0.82, 1.14, 0.30], [-3.02, -2.61, -1.41], [-0.83, 6.14, -0.47], [1.67, 1.19, -3.01], [0.54, 3.33, 0.64], [-4.95, 1.69, 2.91], [3.74, -1.46, -5.21], [-2.81, 8.44, 0.62], [-0.74, 0.50, -1.57], [-2.31, -0.48, -0.46], [-4.77, 0.99, 0.88], [3.49, -1.65, 2.58], [3.64, -3.70, -1.06], [2.60, -3.76, 1.33], [1.37, -3.41, 0.95], [-5.48, 0.59, -0.25], [-0.92, -5.58, -0.16], [2.66, -2.15, -6.29], [-2.88, -1.68, 4.31], [-1.71, 7.15, -0.52], [-5.47, 1.38, 2.02], [3.86, -3.01, 1.94], [-7.53, 0.95, 0.90], [-1.22, -1.38, -2.47], [1.82, 1.31, -2.01], [-0.63, 5.76, 0.44], [4.50, -3.95, -2.59], [-0.22, 6.10, -2.47], [-2.21, 7.63, 0.62], [-6.87, 0.57, -0.25], [4.67, -2.84, 1.06], [-4.16, -1.06, 2.73], [3.96, -3.01, -5.76], [0.17, -0.39, 5.02], [-2.12, 7.67, -1.67], [-2.74, 8.47, -1.69], [-6.86, 1.36, 2.04], [-8.86, 0.93, 0.91], [3.56, 2.19, 1.73], [0.08, 3.04, -2.47], [4.29, -3.72, 2.79], [-7.42, 1.65, 2.92], [-7.44, 0.26, -1.12], [-0.71, -4.57, 0.19]]}



[4]
{"formula": "C34H48BN10O5", "method": "ωB97M-V with the def2-TZVPD basis set", "total_charge": 1, "e_tot_ha": -2272.33351, "orbital_gap_ev": 7.79, "e_homo_ev": -11.5, "elements": ["H", "C", "C", "H", "N", "H", "C", "C", "H", "H", "H", "N", "C", "H", "C", "H", "H", "H", "H", "C", "H", "C", "O", "C", "C", "O", "N", "H", "H", "H", "H", "H", "O", "H", "N", "H", "N", "H", "C", "C", "C", "N", "C", "H", "H", "H", "H", "H", "H", "O", "C", "H", "C", "C", "N", "C", "C", "H", "H", "C", "H", "N", "H", "H", "H", "H", "N", "H", "H", "H", "O", "H", "H", "H", "C", "C", "C", "C", "C", "C", "C", "H", "C", "H", "N", "H", "H", "C", "C", "H", "H", "H", "C", "H", "C", "B", "C", "C"], "xyz": [[-3.95, -0.02, -0.40], [4.85, -1.97, 5.64], [1.94, 0.19, -0.90], [4.91, -0.46, -0.21], [2.68, -0.53, 0.23], [3.19, 2.71, 7.06], [4.59, -0.86, 7.73], [4.07, 0.07, 0.45], [2.20, -0.35, 1.16], [-3.90, -7.43, -0.52], [-3.25, -4.61, -3.46], [-3.88, 1.91, 0.69], [3.17, 4.33, 5.63], [-1.63, 0.26, -8.33], [3.39, 4.68, 4.30], [-2.74, 2.24, 2.61], [-0.03, 2.21, -3.04], [-1.55, -0.04, -3.98], [5.45, -2.47, 4.89], [3.76, 2.09, 5.08], [4.11, 1.24, 0.34], [1.42, 1.62, -0.30], [-0.18, -1.52, 0.68], [-4.26, -6.97, -1.44], [0.02, -3.22, -1.37], [0.13, 5.64, 0.12], [3.98, 2.40, 3.78], [-1.07, 0.93, 0.75], [-0.74, 4.34, -1.56], [-3.69, 4.03, -8.37], [3.63, -0.08, 2.79], [3.25, 5.70, 3.96], [0.76, 4.49, 0.09], [-0.49, 5.69, 0.92], [3.02, 0.52, -1.95], [-4.39, 3.58, -6.02], [3.54, -1.83, 5.33], [-5.55, 0.46, 0.64], [-2.60, 2.18, -8.53], [-3.39, 3.11, -7.87], [3.79, 3.68, 3.42], [-2.60, 0.76, -6.58], [3.24, -0.70, 7.44], [1.06, 3.90, -1.94], [5.34, 0.58, 2.32], [-2.84, 0.46, 1.97], [-1.88, -3.41, 0.06], [5.00, -0.48, 8.66], [-1.64, -4.83, -1.16], [-2.98, 3.03, -1.28], [-0.09, 0.15, -2.40], [-4.38, 1.20, 2.78], [-5.07, -5.73, -3.73], [3.36, 3.01, 6.03], [-3.48, -5.99, -1.94], [-3.78, 2.87, -6.56], [0.00, 2.17, -0.89], [-2.28, 2.34, -9.56], [5.03, -1.29, 2.15], [4.52, -0.24, 2.03], [-6.04, -8.17, -1.58], [0.91, -0.65, -1.60], [-5.14, 1.34, -0.99], [-0.49, -1.47, -3.78], [1.37, 1.64, 0.89], [-3.64, 1.46, -4.94], [-0.40, 1.62, -2.24], [-6.79, -7.04, -3.68], [2.86, 5.08, 6.35], [2.26, 2.42, -0.58], [3.73, -1.77, -3.22], [2.57, -0.21, 8.14], [0.40, -2.00, 1.34], [1.72, -1.11, 5.97], [2.77, -1.21, 6.24], [0.21, 3.82, -1.11], [-4.66, 0.83, -0.04], [-3.36, 1.69, -5.96], [-5.45, -7.38, -2.02], [-1.12, 2.01, 0.29], [-3.47, 1.47, 2.08], [-0.46, -3.18, -2.44], [-2.24, 1.03, -7.85], [-5.37, -5.22, -4.64], [-0.76, -0.51, -3.44], [6.47, -1.64, 7.01], [-0.49, -4.79, 0.35], [5.42, -1.50, 6.81], [-5.86, -6.75, -3.19], [1.05, -3.83, -1.35], [3.97, 3.90, 2.37], [3.92, 1.05, 5.34], [-3.90, -5.39, -3.08], [-0.86, 2.76, 1.19], [3.22, -0.58, -2.78], [0.26, -1.69, -0.71], [-2.66, 2.33, -0.15], [-1.06, -4.09, -0.43]]}



[5]
{"formula": "C34H48N4OPt", "method": "ωB97M-V with the def2-TZVPD basis set", "relative_energy_ev": 0.415, "total_charge": 2, "e_tot_ha": -1737.45245, "orbital_gap_ev": 7.09, "e_homo_ev": -14.3, "elements": ["C", "H", "H", "C", "H", "H", "H", "H", "H", "H", "C", "C", "C", "C", "H", "C", "H", "H", "H", "C", "H", "H", "C", "H", "H", "H", "H", "H", "H", "H", "C", "N", "C", "H", "C", "H", "H", "C", "H", "H", "C", "H", "C", "C", "N", "H", "H", "C", "H", "C", "C", "H", "C", "H", "H", "C", "H", "C", "C", "C", "C", "C", "H", "H", "N", "N", "H", "H", "H", "H", "C", "C", "Pt", "H", "H", "C", "H", "C", "C", "H", "O", "H", "C", "H", "H", "C", "H", "C"], "xyz": [[0.86, -0.33, -1.78], [3.09, 2.98, -0.35], [1.94, 1.67, -0.05], [-3.88, 3.63, -0.45], [-2.61, 1.84, 3.32], [3.47, 1.75, 0.86], [-4.66, 4.38, -0.44], [-5.05, 2.18, 0.58], [-4.50, -0.94, 2.26], [1.77, -1.92, 2.65], [0.21, 4.69, -0.90], [3.23, 1.44, -2.61], [-1.00, -0.26, 3.56], [1.23, -4.13, -1.37], [0.32, -4.73, -1.28], [5.03, -0.98, -0.77], [-2.48, 4.90, -1.44], [1.20, 4.97, -1.28], [4.75, 1.41, -1.17], [-0.38, 0.43, -1.74], [0.67, -4.87, 1.27], [5.91, -0.38, -0.97], [-2.65, 3.92, -1.02], [-1.97, -0.37, 4.02], [2.06, -4.80, -1.63], [1.37, -0.51, -2.72], [0.55, 4.05, -3.55], [0.99, 2.27, 2.31], [1.10, -3.43, -2.20], [-2.90, -4.93, 0.39], [2.69, -1.20, -0.61], [-0.88, 0.68, -0.62], [-0.42, 3.75, -3.15], [0.45, 2.68, -1.51], [-0.30, 3.45, -1.65], [-1.67, 2.64, 2.04], [2.61, 0.35, 2.21], [3.71, 1.09, -1.20], [3.58, 0.71, -3.35], [-4.71, -0.62, -0.88], [-1.63, 2.98, -1.08], [-1.26, 2.91, 3.73], [3.01, 1.91, -0.12], [4.07, -3.09, -0.14], [-2.46, -4.16, 0.87], [4.18, -4.13, 0.13], [-0.45, 5.55, -1.04], [-4.50, 0.03, 1.76], [0.30, 4.50, 0.17], [-3.40, 0.04, 0.69], [1.09, -1.09, 2.77], [2.34, -5.22, 0.86], [-0.14, -1.29, 3.47], [-0.39, -2.28, 3.84], [-3.01, -0.96, -1.22], [-4.10, 2.39, 0.12], [-0.87, -2.78, -1.55], [-0.64, 1.02, 3.00], [-3.12, 1.41, 0.11], [-3.76, -0.93, -0.43], [-1.90, 1.70, -0.53], [2.79, -2.54, -0.23], [-0.82, 0.84, -2.64], [-2.63, -4.06, 1.86], [1.36, -0.67, -0.68], [-1.46, -3.43, -1.07], [0.70, -2.74, 0.16], [-5.49, 0.16, 1.32], [-3.90, -1.95, -0.04], [6.17, -2.75, -0.35], [1.58, 0.21, 2.52], [0.68, 1.27, 2.58], [0.12, -0.16, 0.95], [-1.12, 4.57, -3.33], [-2.48, -0.27, 1.18], [-1.68, -3.25, 0.26], [2.13, 1.50, -2.68], [5.18, -2.32, -0.42], [1.64, -4.41, 1.09], [1.98, -3.95, 2.02], [-1.17, -2.32, 0.90], [-4.36, 0.80, 2.52], [-1.61, 2.16, 3.02], [3.62, 2.41, -2.91], [-0.77, 2.89, -3.72], [3.78, -0.38, -0.88], [-1.86, -4.18, -1.60], [1.54, -3.40, -0.06]]}